The following is a DFT calculation (ωB97M-V/def2-TZVPD) of 12 unconnected molecules or ions with the total composition C45H117O30P3.

Each line ends with the Löwdin charge.
Positions of all 195 atoms, in Å:
1 C 3.442 7.007 0.197  -0.0912
2 O 2.718 6.040 -0.566  -0.2062
3 P 2.379 4.622 0.077  0.3366
4 O 1.352 4.600 1.111  -0.2158
5 O 2.017 3.768 -1.195  -0.2062
6 C 2.947 3.653 -2.287  -0.0698
7 O 3.788 4.006 0.505  -0.2364
8 C 4.348 4.335 1.794  -0.0790
9 H 4.510 6.834 0.075  0.0908
10 H 3.167 7.046 1.253  0.0899
11 H 3.175 7.989 -0.189  0.0921
12 H 3.910 4.121 -2.110  0.0817
13 H 2.469 4.107 -3.152  0.0820
14 H 3.073 2.596 -2.521  0.0765
15 H 3.704 4.961 2.408  0.0820
16 H 5.307 4.810 1.607  0.0883
17 H 4.480 3.398 2.332  0.0934
18 C 5.600 -0.487 -2.852  -0.0612
19 O 6.646 -0.264 -1.888  -0.2028
20 P 7.804 0.775 -2.154  0.3085
21 O 8.835 0.772 -1.138  -0.2027
22 O 7.053 2.158 -2.391  -0.1979
23 C 6.510 2.783 -1.249  -0.1189
24 O 8.257 0.539 -3.641  -0.2088
25 C 9.139 -0.571 -3.869  -0.0850
26 H 6.003 -0.991 -3.731  0.0895
27 H 5.146 0.459 -3.143  0.0812
28 H 4.910 -1.175 -2.371  0.0771
29 H 6.992 2.522 -0.307  0.0924
30 H 5.428 2.630 -1.195  0.0619
31 H 6.592 3.873 -1.323  0.0926
32 H 8.719 -1.132 -4.702  0.0886
33 H 9.224 -1.244 -3.014  0.0897
34 H 10.137 -0.199 -4.091  0.0917
35 C 1.534 -3.195 -0.340  -0.1010
36 O 2.585 -4.161 -0.432  -0.2063
37 P 2.343 -5.544 0.308  0.3548
38 O 2.290 -5.488 1.762  -0.2066
39 O 3.493 -6.388 -0.348  -0.2100
40 C 3.660 -7.760 0.029  -0.0835
41 O 1.075 -6.147 -0.450  -0.2140
42 C -0.240 -6.183 0.138  -0.0698
43 H 0.725 -3.530 0.334  0.0659
44 H 1.001 -2.951 -1.254  0.0977
45 H 1.900 -2.384 0.285  0.0723
46 H 4.711 -7.901 0.284  0.0935
47 H 3.389 -8.367 -0.831  0.0863
48 H 3.111 -8.043 0.927  0.0881
49 H -0.520 -5.218 0.554  0.0649
50 H -0.260 -6.955 0.905  0.0884
51 H -0.926 -6.436 -0.666  0.0919
52 C -5.890 5.142 5.411  -0.1071
53 O -4.954 4.792 4.419  -0.1733
54 C -4.076 3.761 4.797  -0.1920
55 C -2.698 4.418 4.910  -0.2076
56 O -1.632 3.549 5.180  -0.1782
57 C -0.521 3.603 4.310  -0.0917
58 H -6.264 6.159 5.287  0.0854
59 H -5.407 5.190 6.398  0.0746
60 H -6.726 4.438 5.413  0.0915
61 H -3.978 3.031 3.987  0.1217
62 H -4.320 3.233 5.718  0.0991
63 H -2.787 5.174 5.716  0.1266
64 H -2.539 5.086 4.054  0.1215
65 H 0.358 3.934 4.872  0.0883
66 H -0.631 4.344 3.510  0.0837
67 H -0.339 2.630 3.856  0.0583
68 C -1.854 -0.964 0.569  -0.0846
69 O -1.554 0.413 0.600  -0.1835
70 C -0.527 0.780 1.508  -0.1781
71 C 0.693 1.110 0.692  -0.1885
72 O 1.348 -0.080 0.274  -0.2006
73 C 2.146 0.146 -0.871  -0.0901
74 H -0.980 -1.589 0.358  0.0833
75 H -2.559 -1.131 -0.248  0.0794
76 H -2.342 -1.278 1.499  0.0767
77 H -0.311 -0.041 2.201  0.1185
78 H -0.799 1.654 2.101  0.1057
79 H 1.416 1.666 1.310  0.1290
80 H 0.390 1.746 -0.144  0.1214
81 H 2.787 1.017 -0.659  0.0845
82 H 1.561 0.386 -1.764  0.0836
83 H 2.791 -0.724 -0.970  0.0740
84 C -3.763 3.273 8.456  -0.1112
85 O -3.227 2.292 7.607  -0.2066
86 C -3.978 1.100 7.576  -0.2081
87 C -3.332 0.124 6.617  -0.2219
88 O -3.814 0.186 5.313  -0.1606
89 C -2.841 0.388 4.305  -0.0901
90 H -3.045 4.079 8.556  0.0926
91 H -4.047 2.846 9.427  0.0878
92 H -4.700 3.672 8.032  0.0740
93 H -4.983 1.300 7.165  0.1335
94 H -4.071 0.713 8.597  0.1237
95 H -3.544 -0.880 7.029  0.1249
96 H -2.242 0.186 6.718  0.1354
97 H -2.063 1.096 4.589  0.0795
98 H -3.349 0.795 3.426  0.0891
99 H -2.466 -0.588 3.976  0.0663
100 C 3.931 1.115 -6.933  -0.1137
101 O 3.682 1.739 -5.702  -0.1882
102 C 2.306 2.047 -5.463  -0.1905
103 C 1.679 0.927 -4.677  -0.2163
104 O 1.196 -0.038 -5.586  -0.1722
105 C 1.273 -1.364 -5.109  -0.1016
106 H 3.540 1.681 -7.787  0.0900
107 H 3.538 0.096 -6.960  0.0837
108 H 5.014 1.102 -7.072  0.0880
109 H 1.783 2.210 -6.411  0.1302
110 H 2.272 3.020 -4.973  0.0974
111 H 0.815 1.334 -4.124  0.1152
112 H 2.400 0.560 -3.941  0.1095
113 H 2.280 -1.781 -5.212  0.0697
114 H 0.636 -1.996 -5.729  0.0938
115 H 0.909 -1.415 -4.077  0.0889
116 C -4.983 -5.217 2.481  -0.0993
117 O -5.587 -4.500 1.420  -0.1804
118 C -4.994 -3.242 1.221  -0.2260
119 C -5.506 -2.694 -0.085  -0.2002
120 O -6.919 -2.577 -0.024  -0.1695
121 C -7.409 -1.606 -0.916  -0.1194
122 H -4.972 -4.631 3.403  0.0901
123 H -3.955 -5.491 2.201  0.0781
124 H -5.530 -6.151 2.580  0.0869
125 H -3.899 -3.335 1.170  0.1164
126 H -5.279 -2.592 2.061  0.1351
127 H -5.309 -3.485 -0.824  0.1361
128 H -5.014 -1.760 -0.367  0.1139
129 H -7.465 -0.636 -0.401  0.0866
130 H -8.462 -1.798 -1.147  0.0869
131 H -6.849 -1.552 -1.851  0.0788
132 C -2.215 3.579 -0.840  -0.0987
133 O -3.542 3.938 -1.123  -0.2004
134 C -3.766 5.337 -1.122  -0.1945
135 C -5.224 5.578 -1.406  -0.2254
136 O -6.013 5.097 -0.345  -0.1781
137 C -7.381 5.358 -0.553  -0.1137
138 H -1.557 3.782 -1.697  0.0835
139 H -2.165 2.515 -0.621  0.0693
140 H -1.789 4.124 0.012  0.0948
141 H -3.199 5.776 -1.955  0.1287
142 H -3.503 5.748 -0.143  0.1343
143 H -5.518 5.039 -2.317  0.1259
144 H -5.367 6.665 -1.496  0.1303
145 H -7.585 6.433 -0.455  0.0878
146 H -7.935 4.744 0.148  0.0888
147 H -7.673 5.126 -1.589  0.0847
148 C -0.655 -5.359 3.587  -0.1106
149 O -0.876 -4.126 2.925  -0.2018
150 C -0.418 -2.995 3.647  -0.1848
151 C 0.978 -2.594 3.179  -0.2022
152 O 1.538 -1.858 4.252  -0.1835
153 C 2.925 -1.651 4.076  -0.1016
154 H -0.896 -5.390 4.655  0.0895
155 H 0.377 -5.697 3.455  0.0754
156 H -1.350 -6.058 3.116  0.0769
157 H -0.375 -3.088 4.738  0.1299
158 H -1.174 -2.229 3.457  0.0895
159 H 0.885 -1.948 2.295  0.0955
160 H 1.544 -3.488 2.894  0.1083
161 H 3.485 -2.594 4.059  0.0915
162 H 3.296 -1.079 4.924  0.0851
163 H 3.107 -1.110 3.139  0.0859
164 C -5.785 1.050 -2.668  -0.1083
165 O -4.673 0.239 -2.957  -0.1782
166 C -3.435 0.860 -2.730  -0.1981
167 C -3.112 2.032 -3.632  -0.2077
168 O -1.707 2.129 -3.818  -0.2036
169 C -1.326 3.342 -4.428  -0.1150
170 H -6.613 0.620 -3.229  0.0912
171 H -5.639 2.106 -2.913  0.0832
172 H -6.058 1.033 -1.604  0.0841
173 H -2.615 0.140 -2.751  0.1316
174 H -3.440 1.226 -1.691  0.1102
175 H -3.496 2.972 -3.232  0.0958
176 H -3.538 1.885 -4.638  0.1398
177 H -1.380 3.165 -5.510  0.0954
178 H -0.299 3.559 -4.132  0.0740
179 H -1.932 4.222 -4.191  0.0859
180 C 5.382 -9.334 -3.960  -0.1266
181 O 4.722 -8.174 -4.356  -0.1852
182 C 4.969 -7.030 -3.567  -0.1892
183 C 3.852 -6.071 -3.911  -0.2128
184 O 4.001 -4.870 -3.192  -0.1656
185 C 2.913 -4.006 -3.377  -0.1267
186 H 5.156 -9.643 -2.928  0.0828
187 H 6.476 -9.233 -4.015  0.0898
188 H 5.082 -10.148 -4.617  0.0872
189 H 5.925 -6.574 -3.845  0.1356
190 H 4.924 -7.279 -2.503  0.1097
191 H 2.870 -6.517 -3.693  0.1329
192 H 3.825 -5.903 -4.999  0.1318
193 H 1.973 -4.383 -2.955  0.0887
194 H 2.807 -3.696 -4.420  0.0767
195 H 3.107 -3.123 -2.763  0.0751

E_LUMO	0.0141	Eh
strongest force on any atom	2.4	eV Å⁻¹
total energy	-137848.8093	eV
highest occupied orbital energy	-0.330	Ha
SMILES	COP(=O)(OC)OC.COP(=O)(OC)OC.COP(=O)(OC)OC.COCCOC.COCCOC.COCCOC.COCCOC.COCCOC.COCCOC.COCCOC.COCCOC.COCCOC
ΔE to the lowest compared entry with this formula, charge and spin	85.3	kJ/mol